Record 1
The following is a DFT calculation (wB97M-V/def2-TZVPD) of the molecule C26H33N3O4S.

Structure (XYZ):
```
67
C26H33N3O4S (wB97M-V/def2-TZVPD)
C -6.0915 -3.6143 0.7695
C -5.7732 -2.1638 0.5862
C -5.4837 -1.3678 1.6883
C -5.1860 -0.0235 1.5423
C -5.1785 0.5219 0.2748
C -5.4769 -0.2463 -0.8328
C -5.7769 -1.5950 -0.6946
C -6.0993 -2.4212 -1.8994
H -5.3905 -3.2422 -2.0033
H -6.0646 -1.8151 -2.8001
H -7.0945 -2.8544 -1.8100
H -5.4896 0.2298 -1.8012
S -4.7538 2.2494 0.0528
O -5.3360 2.7027 -1.1741
O -5.0329 2.9443 1.2740
N -3.1013 2.3222 -0.1562
C -2.2552 2.1416 0.9922
H -1.4042 2.8276 0.9017
C -1.7404 0.6962 1.1051
N -1.1183 0.3038 -0.1394
C 0.1705 -0.0493 -0.3775
O 0.5348 -0.3256 -1.5067
C 1.1139 -0.1043 0.8213
C 2.3370 -0.9848 0.5225
H 2.0090 -1.9397 0.1107
H 2.8645 -1.1740 1.4603
C 3.3000 -0.3241 -0.4680
N 3.6622 0.9941 -0.0097
C 4.8806 1.3648 0.4407
O 5.0989 2.4681 0.9100
C 5.9647 0.3357 0.3082
C 6.2452 -0.4987 1.3810
C 7.2799 -1.4143 1.3017
C 8.0404 -1.4895 0.1482
C 7.7690 -0.6485 -0.9175
C 6.7348 0.2748 -0.8546
C 6.4319 1.1873 -2.0030
H 6.3402 2.2137 -1.6522
H 7.2160 1.1385 -2.7544
H 5.4861 0.9097 -2.4694
H 8.3720 -0.7064 -1.8125
H 8.8510 -2.2000 0.0795
H 7.4932 -2.0629 2.1384
H 5.6518 -0.4243 2.2812
C 2.5282 1.8735 0.1546
C 1.5839 1.3063 1.2138
H 0.7376 1.9813 1.3426
H 2.1210 1.2475 2.1636
H 2.9074 2.8506 0.4608
H 2.0090 1.9648 -0.8053
H 4.1960 -0.9361 -0.5791
H 2.8016 -0.2362 -1.4379
H 0.5775 -0.5590 1.6608
C -2.0383 0.3989 -1.2601
H -2.8779 -0.2837 -1.0874
C -2.5416 1.8394 -1.3936
H -1.7059 2.4915 -1.6724
H -3.3206 1.9208 -2.1505
H -1.4994 0.0953 -2.1588
H -2.5875 0.0232 1.2920
H -1.0471 0.6228 1.9395
H -2.8414 2.4200 1.8678
H -4.9812 0.6094 2.3911
H -5.4964 -1.8060 2.6756
H -5.3941 -4.2342 0.2073
H -6.0374 -3.8931 1.8182
H -7.0939 -3.8330 0.4037
```

Its total charge is 0. The HOMO energy is -9.002 eV.

***

Record 2
The following is a DFT calculation (wB97M-V/def2-TZVPD) of a cluster of 2 separate species, C13H16N4O2 in total.

Structure (XYZ):
```
35
C13H16N4O2 (wB97M-V/def2-TZVPD)
C 3.7189 0.0958 1.3469
N 2.3119 -0.3075 1.2503
C 2.0167 -1.4260 0.3466
C 1.3281 0.5736 1.6306
C -0.0692 0.3211 1.5461
C -0.6294 -0.9370 1.8785
C -1.9747 -1.1708 1.7337
C -2.8280 -0.1908 1.2263
C -4.2718 -0.4849 1.0097
C -2.2911 1.0568 0.9088
C -0.9573 1.3252 1.0881
H 4.3726 -0.6422 0.8849
H 3.8736 1.0507 0.8457
H 4.0099 0.2009 2.3911
H 2.9155 -1.7629 -0.1696
H 1.6025 -2.2656 0.9026
H 1.2924 -1.1076 -0.4042
H 1.6545 1.5723 1.8745
H 0.0079 -1.6998 2.2912
H -2.3846 -2.1281 2.0069
H -4.8003 0.3876 0.6212
H -4.3979 -1.2980 0.2918
H -4.7510 -0.7778 1.9453
H -2.9397 1.8131 0.5021
H -0.5593 2.2878 0.8159
N 1.8879 1.1240 4.9534
C 2.1803 0.2080 5.8795
N 2.3035 0.7196 7.0928
C 2.0767 2.0507 6.9402
N 2.0907 3.0627 7.9765
O 1.8673 4.2317 7.6480
O 2.3222 2.7279 9.1406
C 1.8225 2.2917 5.6107
H 2.3099 -0.8467 5.6574
H 1.6229 3.2542 5.1566
```

Its total charge is 0. The HOMO energy is -6.976 eV.

***

Record 3
The following is a DFT calculation (wB97M-V/def2-TZVPD) of the molecule C6H9N.

Structure (XYZ):
```
16
C6H9N (wB97M-V/def2-TZVPD)
C -1.4172 1.5935 -0.2809
C -0.2440 0.6495 -0.1635
C -0.0561 -0.7216 -0.2788
C -0.7588 -1.8426 0.4507
C 1.3465 -0.9415 -0.3910
C 1.9818 0.2333 -0.1407
N 1.0140 1.2009 -0.0408
H -2.2051 1.1907 -0.9244
H -1.0832 2.5222 -0.7668
H -1.8749 1.8843 0.6713
H -0.9532 -2.7584 -0.1129
H -1.6513 -1.5033 0.9757
H -0.0340 -2.1164 1.2318
H 1.7726 -1.9260 -0.5393
H 3.0144 0.4202 0.1031
H 1.1781 2.1632 0.1971
```

Its total charge is 0. The HOMO energy is -7.734 eV.

***

Record 4
The following is a DFT calculation (wB97M-V/def2-TZVPD) of a structure of composition C8H23BCl3HfO8S2.

Structure (XYZ):
```
46
C8H23BCl3HfO8S2 (wB97M-V/def2-TZVPD)
Hf -0.0004 2.0147 0.2260
B 0.2072 0.0673 1.6152
H 1.1360 0.5011 1.9518
H 0.3441 -0.0297 0.5493
H 0.1433 -0.8983 2.0923
H -0.5919 0.7539 1.8482
Cl 0.9036 4.1065 -1.1486
Cl 0.6484 3.4788 2.4536
Cl -2.3425 3.4893 0.5194
C -0.5810 -0.1321 -3.6505
C -0.2175 0.5642 -2.3340
O -1.0683 1.1996 -1.7781
O 0.8814 0.6532 -1.7496
H 0.3440 -0.6836 -3.8187
H -0.5111 0.6179 -4.4385
H -1.4909 -0.7273 -3.5743
O -2.9000 -1.5327 -1.0589
S -3.1217 -0.8805 0.2099
O -2.4784 0.3893 0.6595
O -4.7513 -0.5324 0.3922
C -5.7321 -1.5297 -0.0383
C -6.2650 -2.4457 1.0771
C -2.7919 -2.0677 1.6340
H -5.3366 -2.2022 -0.7994
H -6.5930 -0.9827 -0.4229
H -7.3370 -2.6397 1.0418
H -6.2177 -2.0290 2.0831
H -5.9003 -3.4724 1.1106
H -3.2761 -3.0327 1.4843
H -3.1982 -1.6064 2.5341
H -1.7080 -2.1492 1.7146
O 2.3177 1.7006 0.2796
S 3.7583 1.5226 0.7862
O 3.8657 0.7770 2.0536
O 4.7069 0.9663 -0.3413
C 4.5398 -0.4691 -0.6531
C 5.7996 -1.1100 -1.3425
C 4.4654 3.2052 1.1219
H 3.7476 -0.4464 -1.4015
H 4.2487 -1.0583 0.2165
H 5.6919 -2.1304 -1.7104
H 6.5668 -1.1593 -0.5699
H 6.4490 -0.5730 -2.0340
H 4.2778 3.6915 0.1645
H 5.5329 3.0298 1.2552
H 3.8345 3.7911 1.7903
```

As for the expectation value of S²: 0.76. As for the spin multiplicity: 2. Its total charge is 0. The HOMO energy (alpha / beta) is -9.664 / -9.572 eV.

***

Record 5
The following is a DFT calculation (wB97M-V/def2-TZVPD) of a cluster of 2 separate species, C4H10NO in total.

Structure (XYZ):
```
16
C4H10NO (wB97M-V/def2-TZVPD)
O -0.0101 -1.5267 0.5871
C 1.1548 -1.1247 0.8087
C 2.1429 -0.8779 -0.3377
H 1.5963 -1.1924 1.8390
H 1.6675 -1.0102 -1.3141
H 2.9477 -1.6078 -0.2507
H 2.5783 0.1199 -0.2701
C -0.2868 1.8420 0.1814
C -2.2378 0.7354 -0.7502
N -0.9965 0.7131 -0.4610
H 0.6323 2.0167 -0.3546
H -0.0260 1.5386 1.2381
H -0.9557 2.7035 0.1478
H -2.8152 1.6598 -0.5139
H -2.7105 -0.2236 -1.0935
H -0.4966 -0.2317 -0.3115
```

Its total charge is +1. The HOMO energy is -14.717 eV.

***

Record 6
The following is a DFT calculation (wB97M-V/def2-TZVPD) of a structure of composition C58H46ClO3P3Se2Ti.

Structure (XYZ):
```
114
C58H46ClO3P3Se2Ti (wB97M-V/def2-TZVPD)
Ti 0.3399 0.9587 0.2657
C -0.5591 -4.7451 -3.7470
C 0.4000 -3.5409 -3.7092
C 1.4097 -3.6267 -4.8690
C -0.4048 -2.2655 -3.8388
C -1.1180 -2.0371 -5.0089
C -1.8893 -0.9073 -5.1847
C -1.9830 0.0131 -4.1591
C -1.2886 -0.1817 -2.9720
P -1.4196 1.0317 -1.6084
C -3.0156 0.5990 -0.8375
C -3.6677 1.5714 -0.0763
C -4.8219 1.2401 0.6140
C -5.3219 -0.0550 0.5636
C -4.6678 -1.0235 -0.1822
C -3.5148 -0.6995 -0.8840
C -1.7854 2.5819 -2.4743
C -3.0008 2.8142 -3.0736
C -3.2640 3.8515 -3.9722
C -2.3559 4.7163 -4.6464
C -0.9991 4.7474 -4.6464
C -0.0648 3.9400 -3.7967
C -0.4769 -1.3090 -2.8325
O 0.2449 -1.3949 -1.6554
C 1.0606 -2.4994 -1.4785
C 1.8101 -2.5220 -0.3075
C 2.6410 -3.6026 -0.0349
C 2.7193 -4.6582 -0.9196
C 1.9808 -4.6133 -2.0866
C 1.1512 -3.5423 -2.3956
P 1.8435 -1.1044 0.8546
C 1.6740 -2.0932 2.3842
C 2.5001 -1.9437 3.4919
C 2.4267 -2.8471 4.5450
C 1.4882 -3.8617 4.5333
C 0.6259 -3.9899 3.4516
C 0.7296 -3.1250 2.3792
C 3.6196 -0.7115 0.6425
C 3.8630 0.0405 -0.5081
C 5.1448 0.4295 -0.8533
C 6.2087 0.0636 -0.0400
C 5.9813 -0.7144 1.0839
C 4.6946 -1.1075 1.4287
H -1.1505 -4.7397 -4.6626
H -1.2418 -4.7148 -2.8964
H -0.0031 -5.6819 -3.7054
H 0.8943 -3.7041 -5.8258
H 2.0531 -4.4990 -4.7627
H 2.0396 -2.7361 -4.8883
H -1.0622 -2.7644 -5.8081
H -2.4172 -0.7437 -6.1145
H -2.5960 0.8910 -4.2799
H -3.2721 2.5800 -0.0221
H -5.3305 1.9957 1.1997
H -6.2236 -0.3075 1.1062
H -5.0539 -2.0339 -0.2209
H -3.0075 -1.4507 -1.4788
H -3.8195 2.1342 -2.8623
H -4.3005 3.9583 -4.2707
H -2.8345 5.4169 -5.3219
H -0.5247 5.4462 -5.3263
H 0.8113 4.5668 -3.5905
H 3.2223 -3.6049 0.8779
H 3.3618 -5.5033 -0.7124
H 2.0531 -5.4359 -2.7859
H 3.2079 -1.1294 3.5364
H 3.1061 -2.7449 5.3803
H 1.4221 -4.5494 5.3664
H -0.1102 -4.7831 3.4338
H 0.0813 -3.2599 1.5230
H 3.0237 0.2802 -1.1532
H 5.3236 1.0064 -1.7519
H 7.2140 0.3762 -0.2894
H 6.8153 -1.0250 1.6999
H 4.5495 -1.7335 2.2968
Se 1.9102 1.5271 2.5872
P -0.0984 0.9553 3.2155
Se -1.2768 -0.2432 1.7474
C -0.1098 0.0801 4.8158
C -1.1761 -0.7549 5.1311
C -1.2820 -1.2767 6.4107
C -0.3360 -0.9581 7.3738
C 0.7204 -0.1156 7.0580
C 0.8398 0.4012 5.7790
C -1.0748 2.4228 3.6580
C -0.4533 3.3678 4.4707
C -1.1918 4.4261 4.9708
C -2.5390 4.5441 4.6567
C -3.1460 3.6111 3.8309
C -2.4177 2.5425 3.3300
H -1.9226 -0.9847 4.3812
H -2.1133 -1.9236 6.6598
H -0.4248 -1.3657 8.3723
H 1.4536 0.1379 7.8131
H 1.6635 1.0590 5.5264
H 0.6026 3.2781 4.6942
H -0.7160 5.1615 5.6061
H -3.1136 5.3709 5.0525
H -4.1928 3.7142 3.5754
H -2.8855 1.8125 2.6816
Cl 1.8334 0.4588 -4.7854
C 1.2928 1.8652 -3.8836
C 1.9053 1.9689 -2.5794
C 1.4019 2.5856 -1.4543
C 0.1918 3.3051 -1.3144
C -0.7272 3.6507 -2.4312
C 0.4170 2.6842 -4.4709
C -0.4717 3.4646 -0.0326
O -1.3781 4.2230 0.2201
O -0.0755 2.5328 0.8686
H 2.8787 1.5035 -2.5101
H 2.0632 2.5794 -0.5783
H -1.2418 4.5700 -2.1294
H 0.0202 2.4348 -5.4470
```

As for the expectation value of S²: 0.80. As for the spin multiplicity: 2. Its total charge is +1. The HOMO energy (alpha / beta) is -9.320 / -9.359 eV.

***

Q: What is the total charge in the fourth record?
A: 0

***

Q: Look up the total charge of the third one.
A: 0